Molecular formula: C47H32BrCl4NO3P2SV
Method: DFT, ωB97M-V/def2-TZVPD

Each line ends with the Mulliken spin population.
Positions of all 92 atoms, in Å:
V  0.129  -0.232  -0.059  0.91
O  0.464  3.086  -0.888  -0.01
S  0.522  2.124  0.224  -0.01
C  -0.534  2.784  1.521  0.00
C  -0.823  4.140  1.541  0.00
C  -1.560  4.655  2.594  0.00
C  -1.993  3.815  3.617  0.00
C  -1.734  2.456  3.560  0.00
C  -1.028  1.917  2.485  0.00
P  -0.761  0.115  2.281  0.02
C  0.143  -0.241  3.848  -0.01
C  1.397  0.359  3.997  0.01
C  2.173  0.113  5.118  0.00
C  1.710  -0.744  6.109  0.00
C  0.465  -1.338  5.973  0.00
C  -0.318  -1.088  4.851  0.00
C  -2.403  -0.633  2.539  0.01
C  -3.588  0.091  2.548  0.00
C  -4.808  -0.559  2.684  0.00
C  -4.859  -1.938  2.800  0.00
C  -3.681  -2.672  2.766  0.00
C  -2.465  -2.026  2.628  0.00
C  2.126  2.337  1.044  0.02
C  2.443  3.507  1.718  0.00
C  3.725  3.682  2.213  0.00
C  4.689  2.699  2.016  0.00
C  4.369  1.540  1.325  -0.01
C  3.079  1.343  0.840  0.00
P  2.585  -0.129  -0.136  0.01
C  3.488  -1.521  0.629  0.01
C  3.709  -2.655  -0.156  0.01
C  4.260  -3.798  0.399  0.00
C  4.581  -3.833  1.751  0.00
C  4.347  -2.719  2.543  0.00
C  3.808  -1.566  1.983  0.01
C  3.512  0.164  -1.681  0.03
C  2.848  0.812  -2.719  0.00
C  3.540  1.149  -3.876  0.00
C  4.885  0.842  -4.001  0.00
C  5.550  0.195  -2.965  0.00
C  4.868  -0.141  -1.807  0.00
H  -0.476  4.766  0.728  0.00
H  -1.794  5.711  2.623  0.00
H  -2.552  4.221  4.449  0.00
H  -2.098  1.799  4.341  0.00
H  1.764  1.032  3.230  0.01
H  3.138  0.594  5.221  0.00
H  2.313  -0.939  6.986  0.00
H  0.093  -1.996  6.748  0.00
H  -1.293  -1.549  4.765  0.00
H  -3.577  1.164  2.413  0.00
H  -5.723  0.019  2.674  0.00
H  -5.812  -2.440  2.898  0.00
H  -3.711  -3.752  2.838  0.00
H  -1.555  -2.610  2.593  0.00
H  1.695  4.275  1.859  0.00
H  3.975  4.589  2.746  0.00
H  5.693  2.843  2.391  0.00
H  5.124  0.782  1.155  0.00
H  3.447  -2.637  -1.208  0.00
H  4.437  -4.666  -0.223  0.00
H  5.007  -4.728  2.185  0.00
H  4.586  -2.740  3.599  0.00
H  3.628  -0.702  2.611  0.00
H  1.790  1.025  -2.633  0.01
H  3.015  1.646  -4.681  0.00
H  5.419  1.101  -4.906  0.00
H  6.600  -0.050  -3.061  0.00
H  5.392  -0.651  -1.007  0.00
Cl  -5.546  0.491  -3.776  0.00
C  -3.893  0.376  -3.282  0.00
C  -2.876  0.426  -4.226  0.00
Cl  -3.241  0.593  -5.907  0.00
C  -1.545  0.335  -3.807  -0.01
Cl  -0.232  0.386  -4.937  0.00
C  -1.235  0.195  -2.465  -0.02
O  -0.002  0.118  -1.988  -0.05
C  -2.265  0.124  -1.507  0.04
O  -1.865  -0.061  -0.257  0.00
C  -3.580  0.226  -1.926  0.00
Cl  -4.825  0.140  -0.727  0.00
Br  -0.925  -3.036  -1.985  0.00
C  -0.117  -3.444  -0.339  0.00
C  -0.015  -4.777  0.040  0.00
C  0.541  -5.076  1.267  0.00
C  0.987  -4.032  2.064  0.00
C  0.860  -2.746  1.594  0.08
N  0.307  -2.429  0.406  -0.01
H  -0.380  -5.547  -0.622  0.00
H  0.626  -6.104  1.592  0.00
H  1.434  -4.205  3.032  0.00
H  1.207  -1.917  2.194  -0.03

DFT total energy in a.u.: -8530.44881
Spin multiplicity: 2
Total charge: 0
LUMO (spin up / spin down) in eV: 0.0 / -0.2